ORCA calculation (ωB97M-V/def2-TZVPD) on 2 unconnected molecules or ions with the total composition C23H41O6S.

```
71
Properties=species:S:1:pos:R:3:forces:R:3
C 7.96555 -1.01342 -3.27642 0.10 0.12 -0.05
C 7.37043 0.17190 -2.52297 -0.14 -0.20 0.13
C 6.28277 -0.28184 -1.55375 0.06 0.19 -0.02
C 5.63770 0.88067 -0.80362 -0.02 -0.30 -0.03
C 4.52755 0.35464 0.09858 -0.06 0.10 0.11
C 3.84195 1.46128 0.89026 -0.07 -0.07 0.05
C 2.74535 0.96206 1.83512 -0.27 -0.07 -0.05
C 1.58735 0.30396 1.07649 0.38 -0.15 -0.32
S 0.19326 -0.09652 2.14875 0.19 0.87 0.26
C -0.92500 -0.74079 0.89807 -0.07 0.01 0.36
C -1.04180 -2.25330 1.05065 -0.96 -0.12 -0.38
C 0.26336 -3.00972 1.11046 0.54 -0.36 0.02
C -1.85319 -2.76605 -0.16659 0.46 -0.33 0.18
C -3.09047 -1.99246 -0.36432 -0.21 -0.36 -1.72
C -4.33550 -2.24735 0.34146 -0.93 0.01 0.95
C -3.23026 -1.32958 -1.65710 -0.64 0.31 -0.59
O -4.28685 -1.05174 -2.22187 1.05 -0.23 0.78
O -2.02218 -1.01530 -2.19633 -0.28 0.12 0.23
C -2.09701 -0.07149 -3.25901 -0.02 0.04 -0.29
C -1.83471 -2.66512 2.29676 0.16 -0.95 0.16
O -2.01535 -3.83726 2.58859 0.15 1.23 -0.30
O -2.30198 -1.65209 3.04854 0.25 -0.55 -0.35
C -2.95134 -2.13615 4.22563 -0.27 0.07 0.42
H 8.72253 -0.69122 -3.99572 -0.04 -0.08 0.03
H 8.43859 -1.71233 -2.57769 -0.07 0.05 -0.12
H 7.18389 -1.55352 -3.82242 0.13 0.05 0.06
H 8.14652 0.69506 -1.94878 -0.04 -0.04 -0.17
H 6.93724 0.90165 -3.22046 0.13 -0.11 0.05
H 5.50018 -0.83440 -2.09971 0.20 0.10 0.09
H 6.70914 -0.98335 -0.81712 -0.09 0.11 -0.21
H 6.40260 1.40044 -0.20345 -0.21 -0.08 -0.13
H 5.23377 1.61451 -1.52049 0.08 -0.16 0.18
H 3.78685 -0.18347 -0.51334 0.20 0.11 0.09
H 4.95775 -0.38608 0.79101 -0.12 0.11 -0.08
H 4.60492 2.00010 1.46808 -0.17 -0.01 -0.07
H 3.40303 2.17597 0.17942 0.08 0.00 0.15
H 3.15667 0.23117 2.54349 -0.01 0.16 -0.03
H 2.35217 1.80356 2.41710 0.06 -0.11 -0.01
H 1.22275 0.97486 0.28084 0.17 -0.21 0.19
H 1.92710 -0.64238 0.62397 -0.08 0.41 -0.01
H -1.90164 -0.25727 1.05809 0.33 -0.30 -0.08
H -0.60406 -0.48520 -0.12410 0.10 -0.06 0.43
H 0.89370 -2.79219 0.24156 -0.12 0.05 0.07
H 0.80952 -2.74975 2.01984 0.06 -0.09 -0.14
H 0.05268 -4.08584 1.12178 0.09 0.25 0.02
H -1.25254 -2.67070 -1.08547 0.03 -0.20 0.63
H -2.06336 -3.83081 0.01886 -0.11 0.20 -0.11
H -5.02892 -1.40518 0.21489 0.05 -0.37 0.04
H -4.83294 -3.13742 -0.07732 0.05 0.10 0.10
H -4.19212 -2.42011 1.41855 -0.05 -0.03 -0.35
H -1.05476 0.17222 -3.49437 -0.36 0.04 -0.02
H -2.59862 -0.53516 -4.11977 0.14 0.37 0.17
H -2.65869 0.81049 -2.90750 0.25 -0.26 -0.37
H -3.34426 -1.25554 4.73099 0.02 -0.10 -0.04
H -3.75258 -2.83132 3.94937 0.15 0.19 0.17
H -2.22789 -2.65822 4.86278 -0.21 0.11 -0.14
C -6.12165 2.17031 0.24320 -0.40 0.02 -0.10
C -4.64093 2.32950 0.15452 1.10 -0.04 -0.42
C -3.79112 1.30693 -0.05090 -0.59 1.19 0.03
C -4.17382 3.77884 0.26980 -1.04 -0.05 0.83
O -4.89712 4.62966 0.77112 0.91 -0.80 -0.74
O -2.94444 4.04933 -0.20161 -0.58 -0.06 0.01
C -2.65029 5.45168 -0.15501 0.19 0.40 0.05
H -6.51171 2.88290 0.97437 -0.08 -0.26 -0.04
H -6.59769 2.41119 -0.72069 0.16 -0.01 0.24
H -6.40395 1.14305 0.49938 0.09 0.24 0.01
H -2.72222 1.48178 -0.12099 -0.10 -0.07 -0.04
H -4.19374 0.31478 -0.21589 0.16 0.27 0.24
H -1.65409 5.56508 -0.58498 -0.14 -0.06 0.11
H -3.38171 6.02458 -0.74651 0.24 -0.27 0.25
H -2.67437 5.80748 0.88392 0.04 -0.06 -0.36
```
Forces are in eV/Å.

Properties
- Kohn-Sham gap (spin up / spin down) (eV) = 8.8 / 7.6
- energy (Ha) = -1750.56643
- multiplicity = 2